1.
The following is a quantum chemistry calculation of C22H32BN7Sn as an isolated structure in a non-equilibrium geometry, from the OMol25 dataset.

Atoms and positions in Å:
H  0.64283  2.67928  -0.59642
N  0.02011  1.16687  -1.99452
B  -0.50506  -0.21722  -4.09268
N  -0.14660  1.09449  -3.34691
C  0.16862  2.28812  -3.84289
Sn  -0.25604  -0.49311  -0.85447
H  0.13391  2.45442  -4.87957
C  0.53874  3.11954  -2.78795
H  0.84346  4.12409  -2.84871
C  0.44984  2.39005  -1.62846
H  -0.42836  -0.11151  -5.27798
C  -1.41424  -2.17077  0.48871
H  -1.35409  -2.10189  1.58551
H  -0.64959  -2.91971  0.08329
H  -2.36885  -2.41518  -0.01958
N  -2.00411  -0.58196  -3.70574
N  0.42840  -1.33510  -3.54849
N  -2.31390  -0.71100  -2.37352
N  0.54305  -1.67948  -2.23540
C  -3.11073  -0.80175  -4.48090
C  1.24532  -2.14655  -4.23430
H  -3.13450  -0.72633  -5.57385
H  1.38561  -2.03029  -5.25854
C  -4.14626  -1.12548  -3.59527
C  1.82512  -3.03558  -3.34069
C  -3.59579  -1.08279  -2.30814
C  1.34643  -2.75702  -2.08262
H  -5.14794  -1.36032  -3.86266
H  2.52385  -3.79572  -3.56083
H  -4.13439  -1.33538  -1.38611
H  1.50542  -3.29248  -1.14227
H  -1.77603  -1.10106  0.47039
C  -0.17402  0.62949  6.00346
C  -0.32715  1.00734  4.55323
C  -1.11609  2.13404  4.23512
C  -1.29456  2.50279  2.88595
C  -2.14867  3.69347  2.57162
C  -0.65708  1.76257  1.89570
C  0.24621  0.69140  2.15143
C  0.32625  0.30286  3.52601
N  0.90148  0.10438  1.07476
C  2.23943  -0.58755  1.26951
C  3.12113  0.14133  2.29879
C  2.09076  -2.03312  1.67923
C  2.97916  -0.47726  -0.04670
H  0.32046  1.41634  6.58990
H  -1.14150  0.42884  6.48137
H  0.43887  -0.27595  6.08101
H  -1.58434  2.72330  5.00227
H  -3.16361  3.56539  2.96057
H  -1.75899  4.61897  3.01368
H  -2.22038  3.86632  1.49408
H  -0.78385  2.04474  0.84778
H  0.85031  -0.62063  3.80831
H  2.73847  0.05678  3.33061
H  4.15327  -0.27893  2.32291
H  3.20355  1.20868  2.07069
H  1.57716  -2.60855  0.90717
H  3.06343  -2.51777  1.80987
H  1.54862  -2.15966  2.61768
H  3.84286  -1.16021  -0.08852
H  2.30677  -0.72194  -0.89618
H  3.30783  0.55340  -0.21973

Atoms 1-3, force components in eV/Å:
H -0.04 -0.30 -0.35
N -0.15 -0.42 0.30
B -1.59 -0.11 0.35

E_HOMO (spin up / spin down): -0.485 / -0.485 Eh
Calculated total energy: -40255.127 eV
Charge: +2
LUMO level (spin up / spin down): -0.2891 / -0.2892 Ha
HOMO-LUMO gap (spin up / spin down): 5.34 / 5.33 eV

Results of the Löwdin charge analysis, in e, for atoms 1 through 4: number 1, H, carries 0.1307; number 2, N, carries -0.1244; number 3, B, carries -0.4353; number 4, N, carries 0.0099



2.
The following is a quantum chemistry calculation of a single C6H15NO molecule in a non-equilibrium geometry, from the OMol25 dataset.

Atoms and positions in Å:
C  1.88845  -0.60907  0.77580
C  0.54046  -0.29993  0.07148
C  0.11160  1.13655  0.34733
C  -1.08125  1.57756  -0.56773
C  -0.81460  2.83256  -1.36780
N  -0.50025  -1.22533  0.47410
C  -0.53570  -2.56100  0.05482
O  0.20247  -3.51738  0.87345
H  2.24323  -1.54898  0.39313
H  1.67099  -0.74698  1.83584
H  2.57979  0.22173  0.65615
H  0.70774  -0.40977  -1.00581
H  -0.08035  1.32316  1.40410
H  0.93772  1.71725  -0.03967
H  -1.97624  1.69465  0.03501
H  -1.32035  0.73061  -1.20621
H  0.07374  2.68426  -2.00509
H  -1.63371  3.01645  -2.05968
H  -0.56903  3.72711  -0.79471
H  -1.08628  -0.91208  1.22849
H  -0.03546  -2.63070  -0.90974
H  -1.54887  -2.96743  0.01833
H  0.22591  -3.23325  1.78841

Atoms 1-3, force components in eV/Å:
C -1.21 0.31 0.04
C 0.54 -0.23 0.88
C -0.60 0.00 -1.66

E_HOMO: -0.325 Eh
Structure (SMILES): CCC[C@@H](C)NCO
Calculated total energy: -10002.418 eV
LUMO level: 0.0381 Ha
HOMO-LUMO gap: 9.89 eV

Results of the Löwdin charge analysis, in e, for atoms 1 through 4: number 1, C, carries -0.0486; number 2, C, carries -0.4161; number 3, C, carries -0.1677; number 4, C, carries -0.2601



3.
The following is a quantum chemistry calculation of a 5-piece molecular cluster, C32H60ClNO22P4 overall in a non-equilibrium geometry, from the OMol25 dataset.

Atoms and positions in Å:
C  -0.27327  -3.53326  0.82544
C  -0.31217  -2.22048  0.66593
C  0.75165  -1.48764  -0.07923
O  1.34668  -2.00029  -0.99624
O  0.98649  -0.25987  0.39463
C  1.43052  0.69611  -0.60515
C  0.88757  2.09000  -0.27563
C  -0.09470  2.62606  -1.35888
C  -1.50729  2.61658  -0.78163
C  -2.61521  2.92562  -1.81760
C  -3.52617  1.70178  -1.96808
O  -4.89739  2.00391  -2.24490
C  -5.75016  1.89275  -1.20947
O  -6.52450  2.78861  -0.97828
N  -5.69976  0.75816  -0.38361
C  -6.83155  0.71306  0.51756
C  -8.14096  0.41736  -0.16896
O  -8.36336  0.47684  -1.33071
Cl  -9.43952  -0.07971  0.95238
C  -5.42793  -0.51966  -1.04269
C  -4.22962  -1.22957  -0.37388
O  -4.09319  -1.18128  0.82533
C  -3.26625  -2.03801  -1.20048
C  -2.19483  -1.46373  -1.86827
C  -1.32217  -2.19919  -2.64795
C  -1.52410  -3.56325  -2.76716
C  -2.56554  -4.15574  -2.08023
C  -3.43243  -3.41159  -1.30316
H  -0.96885  -4.02537  1.49090
H  0.41906  -4.14398  0.25912
H  -1.15276  -1.65728  1.05524
H  2.51878  0.72406  -0.54599
H  1.18602  0.37556  -1.61598
H  0.35849  2.00368  0.67408
H  1.73829  2.75375  -0.14046
H  0.24460  3.62790  -1.61687
H  0.00669  1.95146  -2.21012
H  -1.64948  1.64470  -0.30045
H  -1.55534  3.35417  0.02131
H  -2.10715  3.06340  -2.77212
H  -3.15819  3.83303  -1.56693
H  -3.17369  1.12688  -2.82507
H  -3.40550  1.05809  -1.09952
H  -6.65051  -0.09357  1.23164
H  -6.88072  1.61346  1.12386
H  -5.18967  -0.41756  -2.09934
H  -6.25213  -1.23221  -0.96206
H  -2.02582  -0.40124  -1.77194
H  -0.52549  -1.67305  -3.15217
H  -0.84944  -4.12274  -3.39943
H  -2.68715  -5.22703  -2.16696
H  -4.22892  -3.92599  -0.78151
C  -9.48659  3.16602  -2.80513
O  -10.65281  4.00910  -2.65564
P  -11.53864  4.33916  -3.98381
O  -12.16022  5.63841  -3.70197
O  -12.54430  3.07768  -3.78962
C  -13.29905  2.97800  -2.58635
O  -11.51828  4.20170  -5.58366
C  -11.68662  2.94245  -6.25465
H  -9.05597  3.00721  -1.82265
H  -9.76583  2.19858  -3.23131
H  -8.74472  3.65001  -3.44037
H  -13.51428  3.96196  -2.17049
H  -12.76087  2.37409  -1.85464
H  -14.23462  2.47776  -2.82951
H  -12.74718  2.71407  -6.32511
H  -11.16627  2.13445  -5.74666
H  -11.27765  3.04992  -7.25735
C  7.73126  4.33759  0.20424
O  6.73235  3.30983  0.35986
P  6.10600  2.61553  -0.98710
O  4.77441  2.16180  -0.56035
O  7.19369  1.40913  -0.98960
C  7.27119  0.58462  0.17354
O  6.05782  2.66054  -2.59442
C  7.19031  2.32598  -3.41505
H  8.06287  4.62950  1.19645
H  8.58900  3.96056  -0.35973
H  7.31318  5.20908  -0.30012
H  6.31388  0.52236  0.68962
H  8.03845  0.96208  0.85012
H  7.56356  -0.41188  -0.15115
H  7.24513  1.24593  -3.52300
H  8.12149  2.70512  -3.00281
H  7.02811  2.77550  -4.39258
C  3.38547  -4.29921  2.80376
O  4.36501  -3.44663  2.17849
P  5.91090  -3.97955  2.04473
O  6.69826  -2.73672  2.01669
O  5.64911  -4.62227  0.57576
C  5.15721  -3.78426  -0.47244
O  6.95689  -5.13464  2.43628
C  6.87206  -6.47335  1.91611
H  2.42352  -3.79738  2.74236
H  3.31952  -5.25842  2.28224
H  3.63217  -4.46648  3.85267
H  5.48415  -2.75303  -0.34282
H  4.06872  -3.82494  -0.50997
H  5.55243  -4.17250  -1.40890
H  7.32831  -6.50144  0.93026
H  5.84614  -6.82696  1.86066
H  7.43273  -7.11935  2.58831
C  6.71940  -2.53381  7.37855
O  7.17832  -1.19900  7.65331
P  7.87651  -0.35632  6.42898
O  8.78403  0.57682  7.10887
O  6.48698  0.32687  5.94003
C  5.74445  1.11967  6.85891
O  8.44120  -0.53382  4.94961
C  7.58167  -0.73029  3.79947
H  6.23877  -2.91217  8.27683
H  5.99195  -2.53274  6.56082
H  7.55615  -3.18568  7.12414
H  6.39700  1.59703  7.58978
H  5.00013  0.50668  7.36946
H  5.22745  1.88552  6.28376
H  7.21281  0.23675  3.46214
H  6.75087  -1.38497  4.02469
H  8.16895  -1.18098  3.00912

Atoms 1-3, force components in eV/Å:
C -0.03 -0.14 -0.22
C -0.18 0.29 0.29
C -0.02 -0.86 -0.03

E_HOMO: -0.361 Eh
Structure (SMILES): C=CC(=O)OCCCCCCOC(=O)N(CC(=O)Cl)CC(=O)c1ccccc1.COP(=O)(OC)OC.COP(=O)(OC)OC.COP(=O)(OC)OC.COP(=O)(OC)OC
Calculated total energy: -130372.002 eV
LUMO level: -0.0088 Ha
HOMO-LUMO gap: 9.60 eV

Results of the Löwdin charge analysis, in e, for atoms 1 through 4: number 1, C, carries 0.0452; number 2, C, carries -0.0729; number 3, C, carries -0.5199; number 4, O, carries 0.0939



4.
The following is a quantum chemistry calculation of a single C4H4N4OS molecule in a non-equilibrium geometry, from the OMol25 dataset.

Atoms and positions in Å:
C  -0.58150  -1.61998  0.00532
C  -2.14904  0.18554  0.05079
C  0.49976  -0.76391  0.09163
C  0.28124  0.58421  0.06672
N  -1.83136  -1.11016  0.04074
N  -1.27001  1.16787  0.10807
N  1.82166  -1.01617  -0.14137
N  1.33303  1.42635  0.17098
O  -1.39561  2.40763  0.00181
S  2.83542  0.41411  0.05216
H  -0.31922  -2.71978  -0.05397
H  -3.09873  0.59140  0.04285
H  2.41837  -1.79674  -0.04343
H  1.45599  2.24961  -0.39229

Atoms 1-3, force components in eV/Å:
C -1.30 0.05 0.46
C 2.06 -1.07 0.23
C -0.38 0.91 -0.69

E_HOMO (spin up / spin down): -0.278 / -0.278 Eh
Calculated total energy: -23050.803 eV
LUMO level (spin up / spin down): -0.0098 / -0.0098 Ha
HOMO-LUMO gap (spin up / spin down): 7.31 / 7.31 eV

Results of the Löwdin charge analysis, in e, for atoms 1 through 4: number 1, C, carries -0.0796; number 2, C, carries -0.1387; number 3, C, carries -0.3374; number 4, C, carries -0.1570



5.
The following is a quantum chemistry calculation of C27H31F8N3S2Si2Ti as an isolated structure in a non-equilibrium geometry, from the OMol25 dataset.

Atoms and positions in Å:
Ti  -0.16636  0.49147  0.40180
F  -3.49283  -0.34778  7.07925
C  -3.28978  -0.16988  5.77238
C  -2.23074  -0.85872  5.16960
F  -1.45858  -1.73661  5.88405
C  -2.06640  -0.76236  3.79253
F  -1.17241  -1.57818  3.15734
C  -2.88949  0.04144  2.98105
S  -2.56492  0.37725  1.26305
C  -3.90499  0.74766  3.64461
F  -4.74687  1.54440  2.89777
C  -4.19918  0.56862  5.00652
F  -5.30241  1.06643  5.57085
N  3.54953  -1.78136  0.84417
C  4.54702  -0.79844  1.15437
C  5.61950  -1.03966  1.97405
C  6.60976  -0.02611  2.17296
C  6.47833  1.23878  1.60394
C  5.38866  1.51055  0.75730
C  4.41717  0.52110  0.59677
S  3.10973  1.00871  -0.36248
N  1.90158  -0.09434  0.07227
C  2.26902  -1.32310  0.49374
C  1.21408  -2.30601  0.44018
C  1.48622  -3.68928  0.35081
C  0.49817  -4.58671  0.68359
C  -0.79567  -4.10339  0.90972
C  -1.01194  -2.74091  0.88512
N  -0.05126  -1.83646  0.59624
H  3.47967  -2.55839  1.48326
H  5.78753  -2.04949  2.37157
H  7.49037  -0.21081  2.72881
H  7.23805  2.02471  1.81731
H  5.20624  2.50327  0.36806
H  2.46626  -4.02021  0.09203
H  0.71255  -5.65494  0.66393
H  -1.57422  -4.79811  1.16513
H  -1.99731  -2.34377  1.02847
C  -0.37967  2.59574  0.24343
H  0.55185  3.12160  0.09703
H  -1.10137  2.71379  -0.53450
H  -0.77921  2.93861  1.21461
F  0.87641  0.05965  2.94535
C  0.46237  1.19397  2.30592
F  -0.26096  1.88629  3.21524
F  1.64661  1.92839  2.16948
C  -1.05349  1.71418  -4.87795
Si  -0.01747  1.44124  -3.16503
C  0.49897  3.19112  -2.65255
C  1.57331  0.66379  -3.81906
C  -0.63924  0.20412  -1.79008
Si  -2.44590  -0.04211  -2.40370
C  -3.73134  -1.25376  -1.57247
C  -3.34165  1.64394  -2.42276
C  -2.35409  -0.96383  -4.10987
H  -0.81699  2.63268  -5.36712
H  -2.12904  1.75659  -4.70313
H  -0.94371  0.91610  -5.61088
H  0.90350  3.67943  -3.53890
H  1.33336  3.16029  -1.88907
H  -0.34060  3.74024  -2.22436
H  2.01433  1.27038  -4.62180
H  1.33591  -0.33535  -4.18044
H  2.29457  0.67751  -2.98672
H  -0.03559  -0.74545  -2.01882
H  -3.90973  -1.12548  -0.48712
H  -3.47838  -2.33203  -1.79967
H  -4.63238  -1.07748  -2.15449
H  -4.01829  1.78989  -1.54881
H  -3.92749  1.71589  -3.33926
H  -2.69164  2.52414  -2.51158
H  -1.30297  -1.02972  -4.44300
H  -2.97037  -0.46214  -4.89603
H  -2.74378  -2.02160  -4.03402

Atoms 1-3, force components in eV/Å:
Ti -2.13 0.19 -1.38
F -0.12 0.09 -0.05
C -0.03 -0.36 -0.16

E_HOMO: -0.297 Eh
Calculated total energy: -115251.769 eV
LUMO level: -0.0674 Ha
HOMO-LUMO gap: 6.24 eV

Results of the Löwdin charge analysis, in e, for atoms 1 through 4: number 1, Ti, carries 0.8488; number 2, F, carries 0.1188; number 3, C, carries -0.1350; number 4, C, carries -0.1059